179
Properties=species:S:1:pos:R:3:forces:R:3:lowdin_charge:R:1 method="wB97M-V/def2-TZVPD" e_tot_ha=-3998.24967 homo_energy_ev=-8.5 orbital_gap_ev=7.32 de_lowest_kcal_mol=51.49 spin_multiplicity=1 fmax_ev_per_a=3.05
N 14.258 32.386 -17.544 -0.0717 -0.6138 -1.0675 0.05
C 12.820 34.521 -22.465 -0.5321 0.1744 -0.1351 -0.10
Ag 16.464 27.996 -19.672 0.0445 0.4772 0.2618 0.78
H 18.881 27.118 -11.621 -0.1325 0.0345 -0.0651 0.07
H 14.537 35.033 -16.857 0.0424 -0.0343 -0.0644 0.07
N 25.882 29.064 -14.257 0.2258 1.1712 -0.5128 0.03
C 17.305 35.972 -12.567 1.6238 -0.7008 -0.9437 -0.22
H 14.244 32.651 -10.277 -0.0501 -0.2741 -0.0547 0.07
H 18.741 27.294 -22.186 -0.0482 0.2149 0.3413 0.07
F 18.810 32.041 -16.247 -0.0934 -0.7689 -1.2653 0.12
C 12.122 29.298 -17.710 -0.6907 0.2576 0.0294 -0.06
H 25.526 31.199 -14.239 -0.4775 0.0388 0.4012 0.13
H 12.661 26.115 -16.642 0.0100 -0.3998 0.2945 0.10
H 19.995 37.083 -17.158 0.2989 0.6573 0.3150 0.08
C 20.416 30.382 -21.310 -1.3201 -0.7260 -0.8821 -0.14
H 19.002 36.610 -14.455 0.3303 0.1162 -0.0038 0.07
C 13.280 33.227 -16.910 -0.5175 1.3165 1.1086 -0.39
H 19.193 34.345 -19.428 -0.2690 -0.2046 -0.1146 0.10
H 16.173 36.132 -14.301 -0.3064 -0.1089 -0.2380 0.13
C 12.224 33.803 -17.898 2.0539 -1.4660 -0.6992 -0.23
H 18.633 36.806 -19.729 0.5921 -0.5029 -0.8468 0.12
H 25.799 29.091 -13.251 0.0532 -0.1670 0.2711 0.07
H 9.557 33.936 -18.356 0.0121 -0.2916 0.2286 0.09
H 13.413 34.901 -15.502 0.0117 0.0661 -0.0267 0.08
H 10.536 27.001 -13.753 -0.2466 0.0360 -0.5063 0.10
C 18.729 28.194 -11.537 -0.1537 1.1063 -0.5106 -0.05
H 23.393 30.029 -13.758 0.0360 -0.4725 0.4132 0.12
H 14.749 27.349 -17.338 0.2425 -0.3764 -0.0012 0.00
H 11.273 34.384 -10.709 0.0801 0.9471 0.3432 0.05
H 25.813 29.614 -16.797 -0.7843 -0.2848 -0.0966 0.07
C 17.117 32.093 -11.919 -0.2457 -1.6916 0.0397 -0.05
C 19.677 37.511 -18.109 0.9092 -0.1311 0.1227 -0.06
H 17.227 35.506 -18.620 -0.5619 -0.2126 0.5099 0.02
H 11.429 26.727 -17.714 0.1662 0.2626 -0.1231 0.12
C 16.733 32.963 -21.216 -0.7422 0.6104 0.1590 -0.04
H 13.633 29.727 -13.681 -0.2687 0.1171 0.6381 0.08
H 19.948 28.552 -20.284 0.4138 -0.1134 -0.0572 0.14
N 14.166 28.054 -17.767 -0.3214 -1.2787 -0.3535 0.04
O 17.716 28.978 -15.896 -0.1116 1.2099 -1.3174 -0.32
H 25.155 31.275 -16.796 0.2853 0.0396 0.1920 0.07
H 15.424 26.018 -13.860 0.3855 0.0986 0.1020 0.08
H 12.659 34.855 -23.490 0.7122 -0.5134 -0.3034 0.09
C 11.984 26.955 -16.804 1.0049 0.0260 0.1707 -0.15
H 21.622 36.088 -21.543 0.3925 -0.4198 0.4762 0.09
C 15.870 34.052 -20.568 1.3824 0.1366 0.8977 -0.41
C 10.128 34.836 -18.128 0.1753 0.2138 -0.1326 -0.09
H 17.097 27.201 -16.692 0.1404 0.2851 -0.1800 0.05
H 18.134 36.535 -15.814 -0.3785 -0.3921 -0.1396 0.02
C 13.727 30.810 -13.763 0.5088 1.2510 0.5709 -0.09
C 15.267 26.382 -14.875 0.0232 -1.3724 0.1893 -0.02
H 11.260 29.607 -17.119 -0.0498 -0.0173 0.1958 0.08
H 17.548 28.622 -13.341 -0.4688 0.2662 0.2740 0.12
H 14.736 28.881 -17.664 -0.3283 0.3262 0.0708 0.01
H 21.849 32.009 -22.620 -0.0442 -0.3590 0.6929 0.08
C 17.419 34.438 -14.657 -0.3567 -0.8702 0.7764 -0.08
S 17.097 30.064 -16.670 -1.5634 -0.8170 1.8088 0.54
C 13.003 33.884 -11.602 -1.3037 -1.8274 0.6233 -0.39
H 11.712 28.966 -18.664 0.1617 -0.2838 -0.0984 0.08
O 10.955 26.975 -15.801 -0.0715 -0.1700 -1.1833 -0.17
H 20.292 27.958 -22.724 0.1470 -0.3244 0.1824 0.08
H 21.074 31.635 -24.067 -0.2971 0.1582 -0.3035 0.09
H 18.902 28.783 -23.174 -0.4871 0.0875 0.1929 0.07
H 12.819 34.281 -18.676 -0.1832 0.7315 -0.1323 0.09
C 18.946 36.392 -18.770 0.4482 1.1251 -0.9419 -0.48
H 16.730 33.724 -14.205 -0.1791 -0.2232 -0.2781 0.05
H 14.213 26.145 -15.017 -0.0637 0.1480 -0.5444 0.04
H 15.980 21.733 -16.780 0.0740 -0.4353 0.0596 0.08
C 18.528 28.873 -12.937 -0.2744 -1.5537 1.8066 -0.44
C 14.075 34.336 -16.158 -1.0003 -0.5387 -0.0700 -0.03
H 19.714 30.621 -12.677 0.1781 0.1950 0.5207 0.11
O 14.157 34.184 -22.160 -0.8849 0.7120 -1.9055 -0.16
C 14.381 33.998 -20.819 0.9913 0.2213 -0.0198 -0.24
H 17.405 37.025 -12.306 -0.2568 0.1342 0.0719 0.13
H 17.807 30.085 -21.272 -0.5777 0.2978 -0.0969 0.08
H 14.849 33.872 -15.548 0.0262 0.0577 -0.0186 0.06
N 18.203 29.452 -20.592 -1.5880 0.8060 0.8080 0.02
H 20.367 31.011 -20.421 -0.0166 0.2845 0.0805 0.12
H 17.930 28.436 -10.836 -0.1118 -0.1788 -0.1497 0.07
H 15.633 33.243 -18.776 -0.0227 -0.3226 0.5927 0.03
N 18.067 36.719 -14.823 0.5943 1.2357 1.0860 0.04
H 14.969 32.107 -16.883 0.1869 0.1663 0.3037 0.04
H 12.701 32.615 -16.219 -0.1545 0.2446 0.6126 0.11
C 23.758 30.006 -14.785 -0.9988 1.6171 0.2744 -0.20
H 19.036 38.384 -17.987 -0.0517 -0.0857 0.2366 0.09
H 15.396 27.465 -14.881 0.2126 -0.0758 -0.1852 0.07
C 20.852 31.992 -23.061 1.2153 -0.3667 -0.7808 -0.10
O 16.181 30.875 -15.881 0.9148 -0.0490 -0.4715 -0.30
C 12.933 28.211 -17.001 -1.6917 1.4819 -0.3542 -0.39
H 16.464 33.044 -22.269 0.3877 -0.6366 -0.1640 0.08
H 17.156 21.648 -18.102 0.2111 0.6107 0.0253 0.09
H 20.266 36.925 -20.920 0.0544 0.1371 0.6481 0.07
H 10.391 35.275 -19.091 0.3547 0.0929 -0.1686 0.08
H 26.852 29.253 -14.468 0.5374 -0.6113 0.2958 0.06
C 19.805 35.093 -18.924 -0.6970 0.8143 -0.6590 -0.14
C 25.764 30.555 -16.249 0.1415 -1.1525 0.6635 -0.06
H 14.785 31.071 -13.780 0.1463 -0.3247 -0.5688 0.05
H 16.544 31.983 -20.777 -0.3115 -0.1741 -0.1855 0.06
O 11.264 34.587 -17.314 -0.8176 0.6225 0.5523 -0.15
H 17.322 34.468 -15.742 -0.1282 -0.1346 0.0349 0.07
H 13.514 34.846 -11.638 0.1221 -0.1772 -0.2731 0.12
H 9.481 35.562 -17.636 0.1471 -0.1886 0.2633 0.09
H 26.834 30.761 -16.261 0.0202 0.8935 0.2943 0.06
C 16.020 35.711 -10.568 0.1464 -1.0554 -0.5584 -0.06
C 21.719 31.091 -15.379 -0.8803 -0.2447 -0.1872 -0.13
C 18.448 31.198 -17.244 -1.0962 0.1238 0.9770 -0.61
H 15.062 35.323 -10.220 -0.2487 -0.0090 -0.5986 0.06
H 10.996 33.315 -11.699 0.3166 -0.7347 -0.8512 0.06
H 18.415 34.070 -14.411 0.2681 0.1039 -0.0161 0.08
H 17.787 33.181 -21.047 -0.0043 0.0882 -0.1682 0.06
H 19.242 27.326 -14.040 0.0049 -0.7173 0.8896 0.06
H 13.837 31.502 -17.790 -0.0404 -0.0507 -0.2892 0.04
H 20.604 33.052 -23.121 -0.9497 -0.1541 0.2934 0.08
H 19.630 28.646 -11.122 0.2123 -0.2143 0.0927 0.07
H 12.143 33.689 -22.274 -0.0807 -0.1844 0.0795 0.09
H 13.951 34.800 -20.217 -0.3279 0.1477 -0.0325 0.11
H 16.395 34.969 -20.835 -0.8540 0.5154 -1.0300 0.14
H 16.713 35.166 -9.926 0.5405 0.6885 0.3296 0.09
N 16.070 34.078 -19.138 0.2783 -0.8379 0.5086 0.02
N 11.545 34.162 -11.656 -0.1603 0.4070 0.1481 0.02
H 12.441 35.391 -21.929 0.2548 0.0618 0.7355 0.08
H 14.807 24.400 -17.019 -0.1859 -0.1232 -0.1439 0.11
H 13.260 31.106 -14.702 -0.0775 0.1775 -0.1286 0.07
H 18.407 30.019 -19.782 -0.7424 0.3146 0.4491 0.04
H 20.111 34.656 -17.974 0.0558 0.3505 0.1370 0.13
N 16.461 26.470 -16.977 0.0408 1.3469 -2.4009 0.00
H 12.238 26.824 -14.166 0.1128 -0.7318 -0.0382 0.07
H 12.466 32.398 -10.162 0.3203 -0.3409 -0.1499 0.08
H 13.210 28.657 -16.046 -0.1974 -0.3610 0.5763 0.11
H 17.185 25.452 -15.447 -0.0979 -0.4242 0.8664 0.13
H 11.563 28.324 -14.435 -0.5088 0.4334 0.4341 0.07
C 19.486 29.137 -21.079 1.8939 -1.7745 -1.6104 -0.42
H 13.979 33.042 -20.485 -0.1238 -0.2412 0.2924 0.13
H 17.698 32.998 -12.095 0.4561 -0.3986 -0.4302 0.07
O 16.461 29.608 -17.914 0.9322 0.3153 -0.2675 -0.42
C 13.434 33.004 -12.796 -0.0614 -0.4338 0.0221 -0.15
H 16.554 32.305 -11.011 0.1288 -0.3926 0.1991 0.08
F 17.983 31.904 -18.299 1.0010 -0.4461 0.7031 0.11
H 11.811 32.937 -18.416 -0.5239 -0.3519 -0.0604 0.12
O 13.199 31.547 -12.642 -0.2789 1.1212 -0.0775 -0.19
N 19.522 28.268 -13.806 0.4432 0.5417 -1.1961 0.04
H 20.041 35.363 -21.567 -0.1932 -0.4803 -0.0034 0.08
O 23.105 31.089 -15.433 0.4381 0.6078 -0.8363 -0.20
H 21.243 30.171 -15.717 0.3126 -0.7819 0.4537 0.07
C 17.195 35.812 -14.096 -0.7611 0.5330 -0.5689 -0.43
O 16.291 35.289 -11.919 -2.1512 0.2643 0.7425 -0.21
C 19.305 28.214 -22.337 1.3047 1.1134 -0.0219 -0.04
H 23.412 29.088 -15.258 0.6564 -0.3526 -0.0149 0.13
H 16.382 31.850 -12.687 0.0143 0.8432 -0.3268 0.06
H 12.684 30.206 -17.930 0.1539 -0.1973 0.1397 0.04
H 19.280 28.622 -14.720 0.5531 0.7892 -0.4191 0.02
H 14.492 33.221 -12.939 0.2978 -0.3974 -0.1350 0.10
H 15.446 23.604 -15.551 0.0002 -0.2055 -0.0206 0.12
H 21.443 30.033 -21.420 0.1008 0.0389 -0.2511 0.13
C 15.695 24.224 -16.412 1.1464 0.7039 -0.0467 -0.13
C 11.296 27.268 -14.487 1.5835 0.9601 0.3245 -0.12
O 20.986 35.306 -19.703 -0.1105 0.6663 -0.1109 -0.17
H 16.852 25.950 -17.749 0.3920 -0.2479 0.0937 0.07
H 13.229 33.731 -9.381 -0.0833 0.5228 -0.1425 0.07
O 17.812 30.813 -11.753 0.4343 1.3679 -0.4738 -0.18
C 13.265 33.129 -10.290 0.5283 0.0585 0.1654 -0.07
O 19.936 31.073 -22.489 0.4561 0.1047 1.1674 -0.19
C 16.203 25.640 -15.882 -0.1482 -2.0534 0.9179 -0.40
C 18.661 30.388 -12.832 -0.0396 -0.7934 0.0333 -0.19
F 19.467 30.401 -17.580 0.2703 0.7272 -0.5038 0.12
C 20.725 35.937 -20.942 -0.1536 0.0596 -0.7129 -0.13
O 16.738 23.563 -17.239 -0.7258 0.5764 0.5114 -0.21
N 17.726 36.199 -18.080 -0.6968 -1.5944 1.2575 0.04
C 25.248 30.300 -14.789 -0.0142 -1.0074 -1.8591 -0.41
H 20.529 37.822 -18.713 0.2264 -0.0440 0.2565 0.08
C 16.350 22.242 -17.670 -0.8738 0.7721 1.1584 -0.10
H 15.495 22.291 -18.345 0.0674 0.0625 -0.3576 0.08
H 17.174 37.031 -17.931 0.1745 0.1538 -0.2938 0.09
H 21.257 31.759 -16.107 0.7212 0.7520 0.1562 0.07
H 12.903 33.373 -13.674 -0.0979 -0.1531 -0.2042 0.11
H 18.459 30.756 -13.838 -0.7374 0.6782 0.0849 0.10
H 18.213 35.437 -12.288 0.8205 0.3445 0.2190 0.12
H 21.362 31.341 -14.379 -0.1843 -0.0383 0.1441 0.09
H 15.981 36.795 -10.462 0.4557 -0.0028 0.0481 0.09
H 15.513 34.812 -18.723 -0.2289 0.2173 0.0008 0.05